This record from the Open Molecules 2025 dataset describes 12 unconnected molecules or ions with the total composition C84H98Cl5N14. The level of theory is ωB97M-V/def2-TZVPD.

Output
**Net charge**: +9
**Spin multiplicity**: 1
**Largest force on an atom**: 4.9 eV/Å
**E**: -6323.21114 a.u.

XYZ file:
```
201
C84H98Cl5N14 ωB97M-V/def2-TZVPD
C 3.06 -8.74 5.86
N 3.61 -7.96 4.73
C 3.34 -8.37 3.50
C 3.91 -7.74 2.38
C 4.76 -6.62 2.59
C 4.87 -6.11 3.87
C 4.35 -6.80 4.93
C 5.46 -5.96 1.48
C 6.20 -6.79 0.65
C 6.85 -6.31 -0.50
N 6.78 -4.99 -0.85
C 6.13 -4.16 0.01
C 5.47 -4.61 1.19
C 7.56 -4.49 -2.04
H 3.53 -8.50 6.81
H 3.19 -9.81 5.67
H 2.03 -8.41 5.98
H 2.73 -9.25 3.42
H 3.81 -8.17 1.39
H 5.32 -5.14 4.05
H 4.33 -6.48 5.96
H 6.25 -7.87 0.71
H 7.48 -6.98 -1.06
H 6.32 -3.11 -0.17
H 5.07 -3.76 1.72
H 8.43 -5.10 -2.28
H 8.04 -3.59 -1.65
H 6.97 -4.40 -2.94
C 0.14 -0.66 5.80
N -0.49 -1.10 4.48
C -0.87 -0.15 3.58
C -1.07 -0.52 2.28
C -1.04 -1.90 1.96
C -0.89 -2.85 2.97
C -0.51 -2.39 4.27
C -1.23 -2.30 0.52
C -0.73 -1.53 -0.56
C -1.04 -1.84 -1.92
N -1.81 -2.87 -2.22
C -2.50 -3.60 -1.28
C -2.17 -3.28 0.10
C -1.98 -3.18 -3.61
H -0.31 -1.25 6.60
H -0.02 0.38 6.10
H 1.21 -0.85 5.79
H -0.74 0.90 3.78
H -1.43 0.24 1.61
H -0.91 -3.90 2.71
H -0.04 -2.99 5.03
H -0.07 -0.71 -0.32
H -0.63 -1.24 -2.72
H -3.21 -4.34 -1.61
H -2.73 -3.88 0.80
H -2.05 -4.27 -3.65
H -1.08 -2.78 -4.08
H -2.88 -2.63 -3.88
C 3.99 5.29 -0.46
N 3.81 6.49 0.40
C 2.55 6.90 0.57
C 2.35 7.97 1.44
C 3.43 8.54 2.12
C 4.73 7.99 1.95
C 4.87 6.95 1.06
C 3.18 9.67 3.08
C 3.18 9.51 4.47
C 2.82 10.68 5.16
N 2.48 11.89 4.57
C 2.36 11.96 3.27
C 2.76 10.88 2.47
C 2.25 13.10 5.28
H 5.03 5.18 -0.74
H 3.34 5.43 -1.33
H 3.70 4.42 0.13
H 1.75 6.32 0.13
H 1.35 8.39 1.45
H 5.64 8.32 2.43
H 5.88 6.61 0.85
H 3.43 8.54 4.88
H 2.85 10.71 6.24
H 2.21 12.92 2.81
H 2.73 11.04 1.40
H 2.34 13.95 4.60
H 3.22 13.19 5.78
H 1.39 12.91 5.92
C -2.58 3.54 -8.19
N -3.69 3.40 -7.34
C -4.65 2.47 -7.45
C -5.80 2.54 -6.63
C -6.03 3.64 -5.76
C -5.04 4.62 -5.72
C -3.86 4.48 -6.50
C -7.39 3.77 -5.07
C -7.91 5.03 -4.81
C -9.10 5.21 -4.12
N -9.86 4.10 -3.77
C -9.35 2.85 -3.92
C -8.10 2.62 -4.59
C -11.30 4.21 -3.42
H -2.47 2.58 -8.69
H -1.69 3.89 -7.67
H -2.73 4.28 -8.97
H -4.42 1.67 -8.14
H -6.52 1.74 -6.70
H -5.18 5.52 -5.13
H -3.06 5.21 -6.53
H -7.50 5.92 -5.27
H -9.44 6.21 -3.92
H -9.91 2.00 -3.58
H -7.69 1.64 -4.76
H -11.84 3.34 -3.79
H -11.70 5.15 -3.80
H -11.34 4.25 -2.33
C 2.25 3.10 -15.27
N 2.93 1.87 -14.70
C 3.97 1.89 -13.84
C 4.40 0.72 -13.24
C 3.75 -0.48 -13.47
C 2.56 -0.42 -14.26
C 2.24 0.77 -14.90
C 4.25 -1.67 -12.86
C 3.34 -2.55 -12.16
C 3.85 -3.66 -11.50
N 5.14 -3.96 -11.55
C 6.01 -3.13 -12.29
C 5.59 -2.03 -13.01
C 5.78 -5.05 -10.76
H 2.74 4.01 -14.92
H 1.20 3.09 -14.95
H 2.33 3.15 -16.35
H 4.37 2.85 -13.57
H 5.33 0.76 -12.69
H 1.86 -1.23 -14.40
H 1.38 0.91 -15.54
H 2.28 -2.38 -12.03
H 3.15 -4.29 -10.98
H 7.01 -3.54 -12.39
H 6.17 -1.40 -13.67
H 6.68 -4.76 -10.22
H 5.93 -5.82 -11.51
H 5.03 -5.40 -10.06
C 2.78 14.17 20.51
N 2.63 12.91 19.93
C 2.09 11.97 20.71
C 1.85 10.67 20.23
C 2.23 10.40 18.90
C 2.90 11.43 18.22
C 3.07 12.64 18.69
C 2.06 9.11 18.14
C 2.57 7.88 18.57
C 2.40 6.67 17.80
N 1.83 6.78 16.55
C 1.28 7.97 16.17
C 1.36 9.12 16.91
C 1.85 5.59 15.77
H 1.79 14.57 20.72
H 3.18 14.85 19.75
H 3.51 14.12 21.32
H 2.13 12.11 21.78
H 1.44 9.90 20.87
H 3.44 11.29 17.29
H 3.57 13.46 18.18
H 3.09 7.96 19.51
H 2.82 5.69 18.00
H 0.68 7.84 15.28
H 0.74 9.96 16.64
H 1.67 5.95 14.76
H 1.10 4.91 16.17
H 2.85 5.16 15.69
C -9.22 -16.54 -2.93
N -8.30 -15.67 -3.67
C -8.61 -15.31 -4.98
C -7.86 -14.30 -5.64
C -6.78 -13.69 -4.97
C -6.42 -14.17 -3.72
C -7.26 -15.09 -3.07
C -5.96 -12.76 -5.71
C -6.52 -11.60 -6.20
C -5.81 -10.78 -7.10
N -4.56 -11.19 -7.50
C -3.94 -12.26 -6.89
C -4.69 -13.04 -6.04
C -3.90 -10.24 -8.45
H -9.87 -15.85 -2.39
H -8.57 -17.07 -2.24
H -9.73 -17.34 -3.48
H -9.52 -15.79 -5.34
H -8.13 -13.98 -6.64
H -5.52 -13.77 -3.27
H -7.19 -15.23 -2.00
H -7.48 -11.22 -5.89
H -6.21 -9.85 -7.48
H -2.97 -12.55 -7.24
H -4.21 -13.93 -5.68
H -3.26 -9.61 -7.84
H -4.61 -9.74 -9.11
H -3.28 -10.91 -9.06
Cl 0.48 -5.68 11.55
Cl -3.67 5.18 0.40
Cl 3.65 -0.14 -7.09
Cl -0.46 6.16 8.45
Cl -8.28 -4.36 -6.06
```